A cluster of 9 separate species, C23H41N10O23S in total at a distorted geometry, computed with the ωB97M-V functional and the def2-TZVPD basis.

```
98
Properties=species:S:1:pos:R:3:forces:R:3
C -2.957 1.398 2.231 1.14 1.46 -1.94
O -2.368 2.248 2.973 -2.96 -3.74 -2.37
H -1.388 5.254 4.869 0.20 0.01 0.02
H 0.982 3.922 0.283 -0.92 -1.51 0.25
H -1.237 4.162 -0.841 -0.16 -1.00 1.36
O 2.393 -0.821 -7.337 -0.59 -0.36 0.48
H -3.311 -3.941 -2.627 0.65 2.20 0.83
N -4.419 -6.186 -1.725 0.36 0.44 0.22
N -3.974 0.363 2.528 0.13 0.55 0.23
H 4.601 3.694 5.093 -0.21 0.05 0.05
C 1.982 6.308 9.543 0.10 -0.36 -0.02
O 0.401 6.950 7.971 0.31 0.42 0.63
O -4.251 -5.635 -2.806 -0.34 -0.92 0.66
O 0.955 8.380 9.520 -0.06 -0.72 -0.50
N 1.454 -0.709 -6.558 0.12 0.10 -0.16
H -1.633 3.862 1.025 0.35 -0.69 -1.62
N 2.365 -3.323 -1.793 -0.07 0.23 -0.38
C -1.936 -3.265 -0.970 0.52 -1.14 -0.63
H -4.660 -2.387 -0.795 0.52 0.69 -1.67
H -2.378 -2.350 -3.028 -0.63 -1.19 1.48
O 3.939 4.936 7.276 0.09 -0.73 0.16
O 0.339 5.236 2.410 0.10 -0.36 0.90
C 3.641 -2.798 -1.240 -0.04 0.13 0.22
H -4.906 0.818 2.665 1.09 -0.75 0.30
H -5.365 -7.761 -0.693 0.08 0.16 -0.15
C 7.029 -5.950 -1.142 0.13 -0.24 0.23
O 4.322 2.910 7.985 -0.20 0.81 -0.36
H 0.629 2.409 -0.726 -0.44 0.82 1.81
O 6.125 -3.950 -0.393 0.40 -0.50 -0.77
C -2.743 0.322 -2.453 -0.07 1.46 5.13
C -2.026 1.656 -1.953 -1.41 -2.08 0.96
C 1.049 0.668 -6.168 0.15 0.25 0.05
H 3.992 2.135 5.734 0.00 0.21 0.10
C -1.268 2.512 -3.112 1.28 4.03 -2.62
H -1.154 -2.888 -8.700 0.03 0.16 0.15
O -3.922 -5.845 -0.662 -0.31 -0.19 -0.87
O -2.129 -0.513 -8.310 -0.47 -0.70 0.22
H 1.233 -0.216 2.832 1.34 0.29 -0.10
C -4.074 -0.714 1.475 -0.31 -1.79 -1.04
O 2.415 0.415 0.229 -1.09 2.10 4.21
C 3.859 3.216 5.732 -0.04 -0.29 -0.24
C -3.469 -0.553 -1.353 0.73 2.03 0.76
O 1.865 -2.695 -2.717 0.21 -0.76 0.79
C -5.308 -7.377 -1.711 -0.17 -0.25 0.18
C 0.560 2.058 1.547 -0.82 0.47 0.79
C -2.934 -2.937 -2.192 -0.34 0.36 -0.27
H 1.157 0.750 -5.086 -0.34 -0.01 -0.10
O 3.382 2.209 1.707 -3.49 -2.90 0.72
H -6.290 -7.058 -2.059 0.18 -0.05 -0.09
C -2.765 1.238 0.651 0.65 -1.18 -3.99
H 1.948 5.395 8.951 0.00 0.25 0.04
O -0.351 1.910 -3.817 -3.39 1.27 2.84
H -1.396 -4.267 -1.228 -1.22 1.49 0.43
H -4.955 -1.834 -2.610 1.32 -0.13 1.42
O 0.814 4.060 4.181 -0.22 0.52 -0.37
H -2.236 -3.591 -7.455 -0.02 0.23 -0.07
H -2.501 -3.431 0.024 0.62 0.28 -1.72
N 0.253 4.984 3.601 0.06 0.11 -0.36
C -3.466 -0.080 0.139 1.19 1.56 -0.63
C -1.236 3.428 0.040 0.88 -1.47 -0.44
H -0.209 1.199 1.666 1.27 1.30 -0.60
C 0.331 2.978 0.246 0.08 -0.21 -1.00
S 2.249 1.215 1.526 2.87 -0.02 -3.99
O -3.804 -1.802 -7.780 0.70 0.36 -0.19
H -2.755 -0.025 -3.543 0.17 0.82 1.84
N 4.057 3.727 7.113 0.11 -0.15 0.24
H 0.461 2.710 2.511 0.62 -1.41 -1.76
N -2.614 -1.582 -7.966 -0.28 0.24 -0.04
H 0.026 6.318 5.196 -0.09 -0.18 0.01
H 7.913 -5.931 -1.779 -0.20 -0.03 -0.03
H -1.036 6.640 3.787 0.14 -0.21 0.01
H 1.668 6.114 10.569 0.08 0.17 -0.09
H -0.971 -2.415 -6.973 0.00 0.02 -0.21
O -4.529 -1.874 1.730 1.71 5.14 -1.01
O -1.607 3.871 -3.328 1.00 -6.67 1.95
C -4.184 -1.965 -1.759 1.69 0.48 0.83
C -2.013 2.103 -0.418 -1.72 -1.97 0.05
C -0.606 5.871 4.428 -0.20 0.26 0.05
H 0.084 -2.593 -1.023 -1.02 0.18 0.31
H -0.882 -2.049 0.270 0.57 -0.02 -1.37
H 1.697 1.382 -6.675 -0.06 -0.25 0.01
O 5.901 -4.459 -2.501 0.36 -0.13 0.80
N 1.033 7.294 8.962 -0.27 0.24 -0.18
H 2.845 3.479 5.427 0.18 0.10 -0.05
N -0.852 -2.248 -0.755 -0.76 -0.29 1.25
H 4.371 -2.791 -2.048 -0.24 0.11 0.11
H -4.873 -8.120 -2.380 -0.11 0.17 -0.02
H 2.977 6.751 9.512 -0.16 -0.04 0.07
H 7.312 -6.014 -0.092 -0.11 0.12 -0.17
H 3.449 -1.790 -0.870 -0.04 -0.03 -0.13
H 6.363 -6.769 -1.412 0.11 0.13 -0.10
O 0.817 -1.633 -6.068 0.60 0.37 -0.49
N 6.290 -4.680 -1.362 -0.18 0.40 0.06
C -1.669 -2.711 -7.756 0.00 -0.33 0.14
O 1.907 -4.342 -1.286 -0.01 0.50 -0.40
H 0.012 0.804 -6.472 0.08 -0.08 0.27
O 2.193 0.060 2.780 -1.24 1.63 -1.10
H 3.967 -3.449 -0.432 -0.27 0.12 -0.22
```
Positions in Å, forces in eV/Å.

**Gap between HOMO and LUMO**: 6.3 eV
**Charge**: -1
**Highest occupied orbital energy**: -5.10 eV
**Max |F|**: 0.1365 hartree/bohr

A structure of composition C23H41N2O7S2, computed with the ωB97M-V functional and the def2-TZVPD basis.

```
75
Properties=species:S:1:pos:R:3:forces:R:3
H 1.932 -5.305 3.148 0.02 -0.01 0.00
N -0.522 1.162 1.917 0.11 -0.25 -0.18
H 1.436 -1.813 2.553 0.07 0.04 -0.05
H 2.070 -7.666 5.073 0.00 0.01 0.00
H -0.407 2.453 -2.346 -0.02 -0.06 0.04
O -0.174 0.450 -0.526 0.12 -0.06 0.02
H -4.106 3.170 -7.039 -0.01 0.03 -0.01
C -0.695 -1.976 2.607 0.33 0.03 0.19
H 3.987 3.767 0.300 -0.01 -0.01 0.00
C -1.682 3.974 -8.296 -0.04 -0.01 0.00
O -0.297 2.836 0.051 0.24 -0.04 -0.10
C -2.952 0.711 -0.862 -0.19 0.25 0.10
H 4.510 2.092 0.065 0.02 -0.01 -0.01
C -0.714 -2.584 3.855 0.02 0.10 -0.06
H 2.383 -5.285 4.862 -0.01 0.01 0.01
C -2.994 1.495 -2.182 -0.20 -0.21 -0.09
C -1.925 1.157 -3.230 0.08 0.24 -0.14
C -3.048 -3.076 3.608 -0.31 -0.02 -0.15
C -3.035 -2.481 2.354 -0.08 0.06 -0.09
H -1.510 0.167 -3.036 -0.02 -0.05 0.10
H -0.664 -7.025 5.376 -0.01 -0.03 -0.01
C -3.316 3.788 -6.596 0.02 0.00 -0.04
H -2.404 1.119 -4.212 0.00 -0.12 -0.02
O 1.986 0.787 1.864 0.07 -0.07 -0.13
C 4.644 2.980 0.681 -0.03 0.03 0.02
C 4.396 2.720 2.157 0.11 0.07 0.06
C 1.727 -5.752 4.127 -0.01 -0.03 -0.08
C -1.862 -1.936 1.862 -0.06 -0.01 -0.09
H 5.588 3.506 3.838 0.00 -0.02 0.00
C 0.566 -1.362 2.075 -0.10 -0.27 -0.04
C 6.521 3.722 1.869 -0.02 -0.05 0.00
C -2.772 4.793 -7.605 0.04 0.01 0.01
H 0.194 -2.621 4.442 0.00 0.00 0.02
H -3.711 4.256 -5.694 0.01 -0.02 0.02
N -2.347 1.428 0.259 -0.04 -0.06 -0.06
C -1.886 -3.132 4.348 0.19 -0.04 0.28
H 3.349 2.821 2.426 -0.02 -0.03 0.00
H 4.855 4.735 2.799 0.01 0.00 0.00
H -2.498 -0.269 -1.029 0.15 -0.07 -0.01
C 5.322 3.747 2.809 -0.04 0.02 -0.05
H -2.126 3.311 -9.043 0.00 -0.01 0.00
O 0.670 0.417 3.918 0.00 0.06 -0.13
O 6.010 3.425 0.573 -0.01 0.00 -0.02
H -3.540 5.167 -8.282 0.00 -0.01 -0.02
H -1.336 -6.429 3.846 0.00 0.03 0.00
H -1.884 -3.600 5.324 0.01 -0.04 0.02
C 1.859 -7.270 4.077 -0.03 -0.01 0.02
H -3.972 1.281 -2.624 -0.02 0.05 -0.03
H 7.056 4.674 1.828 0.01 0.00 -0.02
H 0.354 -7.549 2.552 -0.01 0.01 0.00
H -0.339 3.712 -6.602 0.01 0.00 -0.02
H -3.938 -2.429 1.758 -0.04 -0.03 0.01
O 0.372 -5.485 4.481 0.05 0.00 0.13
H 0.649 -1.478 0.997 0.00 0.16 -0.10
S -0.671 1.483 0.363 -0.36 0.07 0.20
H -1.137 3.087 -3.820 -0.04 0.00 -0.03
H -3.967 -3.494 3.999 -0.02 -0.03 0.02
H -0.921 4.579 -8.786 0.00 0.02 0.01
H 7.233 2.939 2.162 0.00 0.02 0.03
C -0.795 2.176 -3.325 0.21 0.03 0.18
C -1.127 3.163 -7.130 0.02 0.07 0.02
C 0.457 -7.682 3.630 0.02 0.02 -0.03
H 2.650 -7.600 3.405 -0.01 0.00 -0.02
H -2.987 2.562 -1.952 0.03 0.05 0.02
H -0.727 2.194 -7.431 -0.01 -0.02 0.01
S 0.739 0.381 2.472 -0.05 0.24 0.52
H 0.201 -8.712 3.874 0.01 -0.01 0.02
H -3.986 0.536 -0.555 0.03 -0.02 0.08
H -1.823 -1.469 0.892 -0.10 0.11 -0.24
H 4.706 1.708 2.421 -0.03 -0.02 0.00
H -2.712 1.149 1.157 0.05 -0.08 0.03
H 0.044 1.772 -3.895 -0.03 0.04 -0.10
O -2.219 2.953 -6.239 -0.08 -0.07 -0.03
C -0.410 -6.669 4.371 0.01 -0.02 -0.01
H -2.328 5.646 -7.087 0.00 0.00 0.01
```
Positions in Å, forces in eV/Å.

**Gap between HOMO and LUMO**: 8.3 eV
**Charge**: -1
**ΔE to the lowest compared entry with this formula, charge and spin**: 4.9 kcal per mole
**Highest occupied orbital energy**: -5.76 eV
**Max |F|**: 0.0111 hartree/bohr

A structure of composition C23H41N7O8S2 at a distorted geometry, computed with the ωB97M-V functional and the def2-TZVPD basis.

```
81
Properties=species:S:1:pos:R:3:forces:R:3
C 1.488 6.035 -1.731 0.13 -0.31 -0.05
H 6.518 0.259 1.451 0.14 0.06 0.09
O 1.942 1.166 -0.603 -0.59 0.73 0.04
C -4.808 -4.400 2.689 -0.03 0.28 -0.11
H 0.545 -4.261 -5.863 -0.04 0.07 -0.02
C 6.376 -0.323 2.364 -0.07 -0.19 -0.20
C 4.137 -1.037 3.063 0.25 0.00 -0.13
N 5.192 -1.147 2.224 -0.23 0.19 0.38
H 6.276 0.358 3.209 -0.07 -0.07 -0.04
C -0.838 0.423 0.407 -0.78 3.30 0.42
H 0.617 0.290 2.827 -0.67 -0.87 0.01
O -0.131 -0.721 0.097 -0.65 1.04 1.05
O 3.116 -1.698 2.997 0.26 -0.09 -0.07
C -3.982 -4.451 5.049 -0.08 -0.09 -0.24
H 1.561 4.635 -4.807 -0.04 0.07 -0.01
C 0.764 -4.197 -4.784 -0.07 0.17 0.10
H 7.244 -0.967 2.525 0.08 0.16 0.00
H 1.564 2.983 0.404 -0.23 -1.12 -0.06
C -0.201 1.718 0.606 -1.54 -1.80 -0.13
H -1.432 -1.942 -4.553 0.00 0.15 -0.13
C -2.607 2.845 1.030 1.18 -1.16 -0.48
H 0.520 0.546 -1.987 0.61 0.95 0.14
H -0.814 -0.902 2.835 0.84 0.34 -0.47
H -4.788 -5.475 2.860 0.04 0.10 0.08
C 0.503 -2.848 -2.794 0.14 -0.17 -0.02
H -4.833 -5.049 5.382 0.12 -0.05 0.12
H -2.275 -1.877 0.337 -0.47 0.87 -0.08
H 1.116 7.780 -3.850 -0.14 0.06 -0.11
C -3.013 -1.039 0.238 0.67 0.26 0.18
S -1.898 5.087 1.385 -0.18 -0.54 -0.06
H -3.974 -1.902 4.803 0.00 -0.04 0.01
C 1.256 1.399 -1.843 -0.81 -1.22 -0.83
H 1.025 5.217 -1.176 0.06 0.11 0.13
H 2.559 6.040 -1.516 -0.07 0.01 0.13
H 5.003 -3.119 1.573 -0.01 -0.01 -0.15
H 4.282 -1.901 0.505 0.08 -0.12 -0.06
H -3.151 -5.111 4.792 -0.02 -0.04 0.17
H -0.517 -2.358 -6.020 0.05 -0.06 0.08
N -3.216 4.056 1.296 3.59 -1.51 -0.52
O -2.649 0.099 -2.721 0.10 -0.84 0.00
H 0.066 -1.901 -2.483 -0.01 -0.09 -0.07
C -2.343 0.357 0.505 -0.47 0.92 0.50
H 0.503 6.540 -4.967 0.04 -0.05 0.08
O -4.632 -1.644 2.901 -0.07 -0.14 -0.02
N 0.288 -3.065 -4.213 0.07 -0.30 -0.41
S -5.022 1.290 0.863 0.30 0.45 -0.06
H -5.322 0.366 1.839 1.00 0.40 -0.40
C -3.207 1.495 0.795 1.62 -1.33 0.36
H -5.824 -4.087 2.441 0.05 -0.09 -0.11
C 1.350 1.870 0.483 -0.34 1.05 0.45
H 1.864 1.538 1.429 -0.54 0.08 -0.94
H 1.808 -0.877 1.014 -1.28 0.02 -0.04
C 0.578 6.831 -3.920 0.08 -0.04 0.30
H 0.666 2.349 -1.879 0.80 -0.62 0.15
C -4.323 -2.340 3.854 0.03 -0.27 0.16
C 0.731 -1.170 1.175 0.62 -1.28 1.14
N -4.365 -3.690 3.877 0.08 0.46 0.15
C 0.277 -0.759 2.624 0.70 -0.30 0.04
O -3.503 -1.007 -1.148 -0.62 0.03 1.08
C 1.768 4.695 -3.726 -0.04 0.17 0.06
N -0.546 4.164 1.111 -3.49 -1.87 -0.08
N 1.287 5.826 -3.154 0.04 -0.24 -0.36
H 1.576 -2.841 -2.591 -0.07 -0.01 0.14
H 1.049 6.982 -1.421 -0.01 -0.05 -0.11
C -1.084 2.884 0.919 0.35 0.41 -0.12
H -3.673 -3.789 5.858 -0.03 0.02 -0.10
C 5.136 -2.122 1.148 -0.29 -0.06 0.11
N -2.440 -0.819 -2.009 0.30 0.85 -0.41
H -0.427 6.952 -3.510 -0.01 0.13 -0.14
H -3.874 -1.245 0.930 0.81 0.34 -1.09
H 0.725 -2.301 1.124 -0.12 1.22 -0.15
O 1.373 -5.075 -4.202 -0.05 0.12 0.09
H 6.053 -2.093 0.562 -0.04 0.08 0.10
O 2.369 3.815 -3.139 0.01 0.28 0.02
H 0.831 -1.420 3.348 -0.46 0.70 -0.87
C -0.431 -2.063 -4.974 0.06 -0.04 0.29
H 0.046 -3.666 -2.232 0.07 0.09 0.11
H 1.963 1.340 -2.714 -0.44 0.34 1.15
H 4.282 -0.269 3.841 0.06 0.02 -0.01
H -4.152 -4.149 1.853 -0.11 -0.10 -0.05
H 0.106 -1.113 -4.913 -0.16 0.07 -0.09
```
Positions in Å, forces in eV/Å.

**Gap between HOMO and LUMO**: 7.4 eV
**Highest occupied orbital energy**: -8.20 eV
**Max |F|**: 0.0770 hartree/bohr